Entry 1:
Density functional theory data (ωB97M-V/def2-TZVPD) for a cluster of 3 separate species, C19H49NO9P3 in total.

Calculated values
- E: -68268.50080 eV
- Total charge: +1
- 2S+1: 1
- Gap between HOMO and LUMO: 7.3 eV
- E_HOMO: -11.314 eV

Geometry (Å):
C: 1.71026 0.46747 -4.60946
C: 3.05246 1.33620 -4.23926
C: 4.28760 0.76449 -5.15410
C: 3.37821 1.44485 -2.63063
C: 3.38324 0.01549 -1.82921
C: 4.55769 -1.03486 -2.28011
C: 3.68332 0.37098 -0.22382
O: 2.59691 1.22041 0.29132
P: 2.79752 1.57276 1.98957
N: 1.66169 2.94934 2.33798
H: 1.43699 -0.37231 -3.83709
H: 0.82760 1.24905 -4.75914
H: 1.89860 0.00949 -5.69492
H: 2.84173 2.45313 -4.60427
H: 4.38824 -0.40541 -4.99241
H: 5.33313 1.24518 -4.88921
H: 4.10742 0.96543 -6.30564
H: 2.49571 2.10095 -2.16550
H: 4.36749 2.05191 -2.38075
H: 2.36202 -0.55588 -1.84259
H: 5.11981 -1.39594 -1.29099
H: 5.38633 -0.59104 -2.97680
H: 4.14029 -2.04144 -2.76636
H: 4.75996 0.86772 -0.15189
H: 3.71900 -0.60735 0.42820
H: 2.42966 0.43977 2.82288
H: 4.12504 2.01581 2.35442
H: 2.00005 3.70325 1.67376
H: 1.79580 3.27241 3.32462
O: -0.80288 -4.75117 -4.55546
P: -1.87792 -4.53869 -5.64925
O: -0.86665 -3.72551 -6.67916
C: 0.03385 -4.48167 -7.46666
C: -0.68009 -5.10183 -8.65316
O: -2.53402 -3.18513 -4.92958
C: -2.57902 -3.09067 -3.51203
C: -1.43992 -2.22634 -3.00216
O: -3.07913 -4.30128 -6.87139
C: -4.30721 -4.98042 -6.66910
C: -5.20320 -4.24722 -5.69161
H: 0.52106 -5.24712 -6.85746
H: 0.80552 -3.79603 -7.82552
H: -1.39178 -5.86718 -8.32387
H: 0.03716 -5.57410 -9.33364
H: -1.25165 -4.34772 -9.20417
H: -2.57060 -4.08404 -3.05179
H: -3.53223 -2.62509 -3.24203
H: -0.46924 -2.56693 -3.37364
H: -1.41399 -2.22562 -1.90867
H: -1.56053 -1.19461 -3.34921
H: -4.11483 -6.00571 -6.33556
H: -4.80584 -5.03683 -7.64261
H: -4.84988 -4.38782 -4.66508
H: -6.22777 -4.63131 -5.73876
H: -5.21562 -3.17214 -5.89154
O: 0.31124 2.39597 6.95919
P: -0.78572 2.85351 7.95145
O: -1.69597 1.47838 7.79301
C: -1.29100 0.32354 8.50376
C: -1.69123 0.42336 9.96387
O: -1.61804 3.75558 6.82272
C: -0.90533 4.44041 5.80123
C: -0.94967 3.65223 4.50456
O: -2.01141 3.36475 9.06014
C: -1.73486 4.55510 9.77912
C: -2.01372 5.79259 8.95045
H: -0.21343 0.17267 8.40129
H: -1.79520 -0.53181 8.04710
H: -1.12452 1.21241 10.47074
H: -1.49901 -0.52165 10.48402
H: -2.75209 0.67590 10.06274
H: 0.12322 4.64963 6.11268
H: -1.39319 5.40864 5.65024
H: -0.61032 2.62134 4.63996
H: -0.32635 4.12703 3.74139
H: -1.97708 3.59416 4.12969
H: -0.69891 4.54307 10.13429
H: -2.38677 4.55615 10.65920
H: -1.22265 5.94646 8.20957
H: -2.04554 6.68605 9.58307
H: -2.95982 5.70488 8.40903

=====

Entry 2:
Density functional theory data (ωB97M-V/def2-TZVPD) for a structure of composition C19H51N4O12Zn.

Calculated values
- E: -99460.56908 eV
- Total charge: +1
- 2S+1: 1
- Gap between HOMO and LUMO: 4.4 eV
- E_HOMO: -10.535 eV

Geometry (Å):
C: 6.44213 -2.46078 -4.75491
N: 6.63275 -1.77565 -3.39184
C: 8.06822 -1.27277 -3.29946
C: 5.54920 -0.67914 -3.36193
C: 6.23939 -2.60379 -2.12099
C: 7.14882 -3.78889 -1.84607
O: 7.07143 -4.76493 -2.87216
H: 5.58134 -3.11893 -4.63673
H: 7.34464 -3.03422 -4.96647
H: 6.27760 -1.76667 -5.57907
H: 8.84229 -2.04012 -3.28958
H: 8.11201 -0.71032 -2.36681
H: 8.31894 -0.58059 -4.10328
H: 5.77422 -0.02697 -4.20581
H: 5.60879 -0.09186 -2.44560
H: 4.62018 -1.23148 -3.50317
H: 5.21566 -2.97259 -2.18468
H: 6.34824 -1.92520 -1.27497
H: 6.82449 -4.27441 -0.92564
H: 8.20125 -3.53105 -1.72767
H: 6.13838 -4.85094 -3.08104
Zn: -1.28129 -4.01843 -2.31822
O: -0.01177 -2.27518 -0.01311
C: -0.16675 -0.84192 0.07979
C: -1.23091 -0.15951 -0.89849
O: -2.01376 -0.96920 -1.78909
H: 0.80461 -0.35820 -0.02296
H: -0.38385 -0.65383 1.13126
H: -0.73079 0.62264 -1.46965
H: -1.95772 0.42744 -0.33695
C: 1.54118 5.84728 -0.41000
C: 2.55611 5.77377 -1.55612
O: 3.90095 6.06405 -1.17015
O: 1.22207 7.18095 -0.15339
H: 1.91323 5.37742 0.50044
H: 0.58660 5.35376 -0.59257
H: 2.25871 6.23959 -2.49561
H: 2.49118 4.71087 -1.78875
H: 3.91204 6.93299 -0.76222
H: 2.02813 7.67873 0.00181
C: 2.16119 -4.36766 4.94418
C: 3.10064 -3.30840 4.32742
O: 3.61520 -3.57801 3.07699
O: 0.93377 -4.20885 4.32994
H: 2.15830 -4.32763 6.03344
H: 2.59525 -5.32443 4.65385
H: 3.91173 -3.10776 5.02739
H: 2.73873 -2.28113 4.37036
H: 2.91937 -3.53557 2.41698
H: 1.17765 -4.02886 3.41905
C: -4.82654 -0.04927 -6.72310
C: -6.11518 0.28533 -5.94953
O: -6.08012 -0.34403 -4.66307
O: -3.87290 0.87297 -6.15249
H: -5.00272 0.12181 -7.78508
H: -4.42560 -1.03941 -6.50637
H: -6.93190 -0.21875 -6.46624
H: -6.31462 1.34074 -5.76392
H: -5.17440 -0.43619 -4.35848
H: -3.70154 0.49168 -5.28828
O: -7.89777 -0.56515 2.97542
C: -6.81040 -0.85983 2.58369
N: -6.62993 -0.87971 1.24827
C: -5.60235 -1.21360 3.47233
H: -7.39615 -0.84234 0.59129
H: -5.73308 -1.24720 0.96421
H: -4.67972 -1.56769 3.01245
H: -5.98528 -1.60039 4.41670
H: -5.39957 -0.17534 3.73507
O: -1.96986 -1.14706 9.81851
C: -1.60308 -1.40057 8.64823
N: -1.44420 -2.70762 8.25110
C: -1.41781 -0.30550 7.55135
H: -1.18661 -2.91799 7.29742
H: -1.70169 -3.34986 8.98685
H: -1.29066 -0.77884 6.57775
H: -0.43947 0.14126 7.72842
H: -2.20111 0.45210 7.57531
O: -7.75857 6.65575 -0.80745
C: -7.01223 6.17485 -0.00659
N: -6.81804 6.82374 1.11103
C: -6.09711 4.96352 -0.35156
H: -7.39514 7.64321 1.23567
H: -6.27835 6.38361 1.84255
H: -5.55592 5.14409 -1.28033
H: -6.84887 4.21428 -0.59979
H: -5.51129 4.57376 0.48089

=====

Entry 3:
Density functional theory data (ωB97M-V/def2-TZVPD) for a cluster of 3 separate species, C19H51N7O5P2S in total.

Calculated values
- E: -70600.10215 eV
- Total charge: 0
- Structure (SMILES): CC(C)[C@@H](C)COOC(=O)NS.CN(C)P(=O)(N(C)C)N(C)C.CN(C)P(=O)(N(C)C)N(C)C
- 2S+1: 1
- Gap between HOMO and LUMO: 6.7 eV
- E_HOMO: -7.727 eV

Geometry (Å):
C: -0.49374 -1.92776 -0.28976
C: -1.93249 -2.61457 0.05438
C: -1.62610 -4.21661 0.05116
C: -2.98048 -2.36937 -1.15130
C: -4.38933 -3.16029 -0.93082
C: -3.22071 -0.81528 -1.49333
O: -3.02457 -0.57067 -2.92377
O: -1.71578 -0.30978 -3.18199
C: -1.13442 -1.36722 -3.95777
O: 0.05062 -1.75120 -3.77551
N: -1.96200 -2.07012 -4.97863
S: -0.99316 -3.37973 -5.67793
H: -0.00220 -2.59579 -1.08205
H: 0.18762 -1.93399 0.62697
H: -0.59484 -0.89150 -0.75206
H: -2.33320 -2.28426 1.07380
H: -0.74667 -4.49460 0.72047
H: -2.56290 -4.78091 0.37257
H: -1.33905 -4.47774 -1.03680
H: -2.50294 -2.87997 -2.07424
H: -4.52460 -3.98887 -1.72513
H: -5.27338 -2.43895 -1.11181
H: -4.41229 -3.64720 0.09776
H: -2.56704 -0.10685 -0.86337
H: -4.30978 -0.53501 -1.23231
H: -2.67315 -2.56994 -4.41957
H: -1.86349 -4.47726 -5.71439
C: -3.94475 3.05284 0.49179
N: -3.31550 2.23407 1.51587
C: -4.15846 1.06076 1.74980
P: -2.51548 2.79760 2.93371
O: -1.52976 1.61459 2.97322
N: -1.26068 3.90851 2.49666
C: -0.70250 3.88261 1.14849
C: -0.15368 3.92910 3.45851
N: -3.66641 4.16287 2.99089
C: -3.28727 5.56638 2.84161
C: -4.51093 4.04008 4.19247
H: -4.94095 3.40469 0.79183
H: -4.06233 2.47488 -0.43112
H: -3.35412 3.92530 0.22170
H: -5.09768 1.33976 2.24375
H: -3.65254 0.32922 2.38630
H: -4.39393 0.54658 0.81345
H: -0.45918 2.86645 0.81964
H: 0.20932 4.48433 1.08365
H: -1.38758 4.33293 0.43095
H: 0.52914 3.08553 3.31929
H: -0.53545 3.88872 4.48413
H: 0.41879 4.85776 3.36774
H: -2.59350 5.89636 3.61977
H: -4.17642 6.20612 2.89342
H: -2.85245 5.76211 1.86057
H: -3.94042 4.25158 5.10172
H: -4.91016 3.02190 4.27356
H: -5.37124 4.71344 4.14729
C: 3.25984 0.45672 -0.60912
N: 3.51924 -0.76271 0.13907
C: 3.23985 -0.50399 1.55292
P: 4.81870 -1.86535 -0.11321
O: 4.00677 -3.08986 0.35074
N: 4.81565 -2.40869 -1.75756
C: 3.59124 -2.32604 -2.54737
C: 5.38539 -3.75014 -1.91855
N: 5.84284 -0.48460 -0.60118
C: 6.41006 -0.31160 -1.93681
C: 6.92393 -0.30595 0.38400
H: 3.89715 1.29020 -0.28373
H: 2.21776 0.76499 -0.47425
H: 3.39658 0.33564 -1.68138
H: 3.98393 0.17717 1.98508
H: 3.25707 -1.42943 2.13537
H: 2.24497 -0.06930 1.68941
H: 2.72141 -2.70917 -2.00355
H: 3.67844 -2.88986 -3.48127
H: 3.39225 -1.30087 -2.85698
H: 4.67411 -4.53557 -1.64559
H: 6.27517 -3.86734 -1.29074
H: 5.70193 -3.91296 -2.95383
H: 7.08269 -1.12820 -2.21365
H: 6.98102 0.62344 -1.98737
H: 5.63077 -0.21062 -2.69333
H: 7.66359 -1.10900 0.31154
H: 6.51533 -0.31406 1.40166
H: 7.42849 0.65553 0.25441

=====

Entry 4:
Density functional theory data (ωB97M-V/def2-TZVPD) for a structure of composition C19H52CrINO8P2Si5.

Calculated values
- E: -132921.73960 eV
- Total charge: -1
- 2S+1: 4
- Gap between HOMO and LUMO (alpha / beta): 7.4 / 6.8 eV
- E_HOMO (alpha / beta): -5.182 / -4.557 eV

Geometry (Å):
Cr: 0.84397 0.51289 0.40078
C: -0.34452 2.25475 3.68396
C: -0.52788 3.28572 2.56947
O: -1.13709 4.48187 3.06633
P: 1.07427 3.71021 1.84064
O: 2.05231 4.19227 2.99535
O: 0.85783 5.05816 1.02328
O: 1.62003 2.58758 1.06343
P: -1.59092 2.54361 1.26433
O: -1.34449 3.55247 -0.02155
O: -3.00481 2.70468 1.67979
O: -1.02601 1.19307 0.93245
H: 0.08702 2.75428 4.55268
H: 0.29224 1.43165 3.35900
H: -1.31362 1.83448 3.96242
H: -2.09230 4.34890 2.95973
H: 1.70490 4.96740 3.46399
H: 0.11104 4.91665 0.40451
H: -2.21020 3.75894 -0.40389
C: 1.42595 -1.24111 4.73781
Si: 2.29381 -0.66221 3.15879
C: 3.43954 -2.04795 2.59582
C: 3.38130 0.79764 3.64287
O: 1.15471 -0.23987 2.10104
H: 2.16340 -1.55596 5.48442
H: 0.75430 -2.08298 4.54940
H: 0.82682 -0.43779 5.17770
H: 3.91507 -2.51826 3.46314
H: 4.22184 -1.64721 1.94553
H: 2.91634 -2.82658 2.03431
H: 4.00310 0.52627 4.50249
H: 2.79517 1.68892 3.91160
H: 4.03738 1.07114 2.81260
C: 2.37381 2.98063 -3.80900
C: 0.85870 2.87342 -3.57734
C: 0.17303 2.17808 -4.75730
C: 0.24349 4.25275 -3.31490
C: 0.68035 2.06116 -2.36991
N: 0.60322 1.44183 -1.42030
H: 2.55187 3.60861 -4.68459
H: 2.80994 1.99632 -3.97841
H: 2.87130 3.41871 -2.94407
H: 0.37754 2.75006 -5.66443
H: -0.90661 2.12619 -4.61156
H: 0.55657 1.16592 -4.88925
H: 0.40537 4.88542 -4.18981
H: 0.70606 4.72654 -2.44905
H: -0.82935 4.17124 -3.13725
I: 3.33059 -0.01215 -0.58088
C: -0.36751 -4.32046 -2.60337
Si: 0.65913 -2.86316 -1.95471
C: 1.17238 -1.84309 -3.46674
C: 2.17243 -3.66884 -1.15543
Si: -0.47298 -1.46236 -0.44834
Si: -1.26311 -2.77080 1.32109
C: -1.97392 -1.66913 2.67258
C: -2.60212 -3.97791 0.72140
C: 0.07167 -3.86459 2.09441
Si: -2.48843 -0.78915 -1.50080
C: -3.16749 -2.12697 -2.66296
C: -2.31626 0.72884 -2.62736
C: -3.88703 -0.36209 -0.30678
H: 0.27429 -4.95840 -3.22181
H: -1.22297 -4.01021 -3.20745
H: -0.73946 -4.93425 -1.77823
H: 1.85467 -2.41072 -4.10821
H: 1.68618 -0.93195 -3.14776
H: 0.29269 -1.57036 -4.05866
H: 2.97244 -3.78765 -1.89337
H: 1.90980 -4.66354 -0.78253
H: 2.57435 -3.07819 -0.33176
H: -2.85818 -1.12551 2.32904
H: -1.21757 -0.93247 2.95051
H: -2.24603 -2.25549 3.55677
H: -3.51504 -3.47071 0.40104
H: -2.86670 -4.66163 1.53583
H: -2.24654 -4.58346 -0.11742
H: 0.73802 -3.28452 2.73575
H: 0.68648 -4.37039 1.34586
H: -0.41146 -4.63002 2.71137
H: -2.49289 -2.28835 -3.50956
H: -4.13584 -1.80530 -3.06162
H: -3.30960 -3.08658 -2.15874
H: -1.60689 0.53821 -3.43910
H: -1.97833 1.60352 -2.07004
H: -3.29356 0.94775 -3.07130
H: -4.09810 -1.15263 0.41617
H: -4.79874 -0.19774 -0.89279
H: -3.67420 0.55196 0.24880